Record 1
C31H48CoN2O6P2 | ωB97M-V with the def2-TZVPD basis set

net charge = +1
LUMO (spin up / spin down) = -2.77 / -5.75 eV
E_HOMO (spin up / spin down) = -11.1064 / -11.4790 eV
maximum force = 0.063 Eh/bohr
spin multiplicity = 5
Kohn-Sham gap (spin up / spin down) = 8.33 / 5.73 eV
expectation value of S² = 6.02

Each line ends with the Löwdin charge.
Positions of all 90 atoms, in Å:
Co -0.54009 0.13503 -1.10712  0.5826
C -2.01986 1.71400 -0.32115  -0.2441
C -2.41667 0.82952 -1.39522  -0.2827
C -2.29217 -0.37891 0.59868  -0.1842
C -2.05142 0.97637 0.90114  -0.1576
C -2.54681 -0.49584 -0.81901  -0.2676
C -1.92398 3.18412 -0.46652  -0.0241
H -1.55746 3.45914 -1.46632  0.0803
H -1.26613 3.64072 0.28716  0.0687
H -2.91262 3.65865 -0.35741  0.1137
C -1.91577 1.51371 2.26926  0.0105
H -1.83444 2.60682 2.27267  0.0909
H -1.03211 1.07562 2.75988  0.0691
H -2.78390 1.24366 2.88877  0.1175
C -2.45371 -1.46302 1.59079  0.0080
H -3.49987 -1.52183 1.93749  0.1202
H -1.82548 -1.28341 2.47658  0.0768
H -2.19355 -2.44992 1.17805  0.0832
C -3.17978 -1.64297 -1.50471  -0.0182
H -4.27504 -1.53375 -1.53046  0.1162
H -2.96775 -2.58903 -0.99241  0.0730
H -2.83302 -1.71191 -2.54322  0.0673
C -2.80576 1.23574 -2.75106  -0.0007
H -3.81298 1.66142 -2.78396  0.1241
H -2.78093 0.37227 -3.40973  0.0540
H -2.10798 1.97178 -3.14818  0.0668
C 1.37365 0.58837 -3.51369  -0.1386
C 0.33377 1.40650 -3.70315  -0.1486
C -0.28295 1.64873 -5.04418  -0.1628
C -1.18328 0.51325 -5.61543  -0.1697
C -1.25053 -0.76871 -4.82526  -0.1289
C -0.17736 -1.57355 -4.66414  -0.1100
C 1.15383 -1.27653 -5.29528  -0.1660
C 2.02005 -0.17650 -4.62607  -0.1696
H 0.49966 1.86305 -5.79482  0.1246
H -0.83146 0.29191 -6.64069  0.1220
H -0.89637 2.56617 -4.99263  0.1146
H 2.34655 0.51698 -5.42172  0.1261
H 1.88847 0.53465 -2.54567  0.0636
H -0.00364 2.08815 -2.90847  0.0749
H 2.94333 -0.65003 -4.25731  0.1099
H 1.72903 -2.21702 -5.30072  0.1168
H -0.29120 -2.58114 -4.26374  0.0926
H 1.00866 -1.00122 -6.35486  0.1198
H -2.20824 0.90683 -5.72503  0.1121
H -2.25618 -1.14361 -4.61054  0.0977
P 1.31824 1.69949 0.04734  0.8693
C 1.16073 2.64971 1.61147  -0.2275
H 2.06783 3.23577 1.80989  0.0689
H 1.01921 1.96409 2.45182  0.0322
H 0.31208 3.33757 1.59278  0.0281
C 2.98097 0.98195 0.27154  -0.2472
H 3.69872 1.76384 0.54842  0.0667
H 3.33828 0.51282 -0.64625  0.0181
H 2.97149 0.23708 1.09325  0.0216
C 1.63424 3.11043 -1.09218  -0.2604
H 1.93684 2.74221 -2.07668  0.0227
H 2.41156 3.78251 -0.70628  0.0623
H 0.71586 3.69307 -1.22610  0.0288
P 0.67254 -1.96861 -0.61709  0.8642
C -0.34691 -3.23385 -1.46816  -0.2619
H 0.25795 -4.10451 -1.74793  0.0660
H -0.78934 -2.80390 -2.37533  0.0017
H -1.15262 -3.57296 -0.80875  0.0379
C 2.20548 -2.04913 -1.59835  -0.2418
H 1.98373 -1.89771 -2.65981  0.0211
H 2.71472 -3.01169 -1.47604  0.0708
H 2.88534 -1.26046 -1.27555  0.0206
C 1.14552 -2.94508 0.86863  -0.2267
H 1.44873 -3.97486 0.63091  0.0678
H 0.30109 -2.98816 1.56464  0.0434
H 1.97053 -2.45501 1.39906  0.0407
O 2.81715 -0.54032 2.80159  -0.0359
C 1.59734 -0.51967 3.12000  -0.6265
O 0.59667 -0.43891 2.34270  -0.1192
C 1.27894 -0.56173 4.60892  -0.0761
C -0.05839 -0.48319 5.03240  0.0738
C -0.38345 -0.43020 6.40290  -0.1182
C 0.62795 -0.51928 7.37281  0.1060
C 1.96280 -0.64273 6.95558  -0.1150
C 2.29215 -0.66057 5.58143  0.1022
N 3.00678 -0.73572 7.93859  -0.3161
O 2.69255 -0.69095 9.14680  0.0741
O 4.18552 -0.85566 7.54265  0.0738
N -1.75913 -0.20804 6.76729  -0.3132
O -2.59568 -0.06137 5.84446  0.0388
O -2.05582 -0.16266 7.97694  0.0866
H -0.85604 -0.44790 4.29624  0.0908
H 0.37324 -0.48572 8.42516  0.1322
H 3.32802 -0.74417 5.26761  0.1306

Forces on atoms 1 to 3 (eV/Å):
2.47 0.16 1.05
-0.70 -0.53 -0.43
-0.50 0.43 1.75



Record 2
C31H48IrN11 | ωB97M-V with the def2-TZVPD basis set

net charge = +2
LUMO = -4.89 eV
E_HOMO = -12.7046 eV
maximum force = 0.013 Eh/bohr
spin multiplicity = 1
Kohn-Sham gap = 7.81 eV

Each line ends with the Löwdin charge.
Positions of all 91 atoms, in Å:
Ir 0.13334 -0.08743 1.25153  1.4118
C -1.51033 -0.62234 2.52025  -0.3093
C -1.31740 0.78451 2.64837  -0.2861
C -0.00823 1.01917 3.18027  -0.3127
C 0.56752 -0.24983 3.47466  -0.2815
C -0.32954 -1.27206 3.07928  -0.2975
C -0.31946 -2.68138 3.58165  -0.0204
C 1.83145 -0.44091 4.24714  0.0164
C 0.47442 2.31284 3.75548  -0.0194
C -2.34158 1.84044 2.42494  0.0103
C -2.79192 -1.32058 2.21033  0.0084
H -0.98424 -3.32664 3.01255  0.0826
H -0.68839 -2.67524 4.61030  0.1149
H 0.67068 -3.13194 3.59489  0.0782
H 2.72646 -0.12735 3.71146  0.0648
H 1.95952 -1.47604 4.55589  0.0923
H 1.79171 0.17816 5.14552  0.1069
H 1.54834 2.45670 3.65088  0.0846
H 0.25939 2.31356 4.82782  0.1108
H -0.04010 3.16904 3.32598  0.0813
H -1.93058 2.71153 1.91930  0.0812
H -2.70440 2.16789 3.40363  0.1168
H -3.19207 1.47056 1.85705  0.0880
H -3.38769 -1.39528 3.12277  0.1145
H -2.61653 -2.32747 1.83653  0.0839
H -3.38310 -0.79208 1.46331  0.0810
C 2.71967 3.14473 -1.31920  -0.0480
N 1.60914 2.75675 -0.45149  -0.1480
C 1.79352 3.01895 0.96263  -0.0427
C 0.44281 2.26949 -0.95100  -0.3656
N -0.28525 1.37410 -0.28587  0.0362
C -1.67284 1.29477 -0.63949  -0.2563
C -2.40553 2.45075 -0.69580  -0.0662
C -3.76752 2.45698 -1.04492  -0.0456
C -4.39313 1.28126 -1.32292  -0.0110
C -3.68709 0.05458 -1.24468  -0.1526
C -4.38215 -1.15176 -1.50905  -0.0161
C -3.75098 -2.35257 -1.40294  -0.0426
C -2.39668 -2.39177 -1.02590  -0.0325
C -1.67341 -1.24903 -0.79811  -0.2483
N -0.31809 -1.38374 -0.36680  0.0044
C 0.44475 -2.25759 -1.02666  -0.4094
N 1.41754 -2.97987 -0.42652  -0.1374
C 1.36376 -3.34185 0.96967  -0.0452
C 2.65016 -3.33166 -1.11879  -0.0405
N 0.30677 -2.49180 -2.35475  -0.1449
C -0.15713 -1.46686 -3.26073  -0.0302
C 0.33931 -3.84547 -2.90008  -0.0254
C -2.30672 0.03338 -0.89561  -0.0714
N 0.09539 2.79231 -2.16364  -0.1322
C 0.21494 4.23237 -2.39049  -0.0275
C -0.76960 2.16536 -3.14722  -0.0234
H 3.64515 2.73517 -0.91143  0.0852
H 2.83327 4.22829 -1.38015  0.0963
H 2.57253 2.74824 -2.31898  0.0921
H 2.73209 3.55401 1.09326  0.1065
H 1.83129 2.10525 1.54632  0.0278
H 0.99229 3.65033 1.34750  0.0972
H -1.91825 3.39030 -0.46003  0.1276
H -4.30596 3.39460 -1.08399  0.1206
H -5.44053 1.26033 -1.59517  0.1247
H -5.42834 -1.09806 -1.78194  0.1246
H -4.28412 -3.27672 -1.58292  0.1188
H -1.91443 -3.35367 -0.88835  0.1263
H 0.32868 -3.36957 1.28812  0.0709
H 1.91458 -2.64184 1.60168  0.0717
H 1.79453 -4.33699 1.08961  0.1119
H 2.70109 -2.81341 -2.07292  0.0787
H 2.71790 -4.40556 -1.30110  0.1034
H 3.50264 -3.04098 -0.49963  0.0923
H 0.10267 -0.50704 -2.83261  0.0610
H -1.23513 -1.51813 -3.43789  0.1050
H 0.36266 -1.57984 -4.21352  0.1069
H 0.41433 -4.57481 -2.09787  0.0983
H 1.17616 -3.98385 -3.58732  0.0979
H -0.58915 -4.02391 -3.44654  0.1043
H 0.71926 4.72091 -1.56413  0.0900
H -0.78708 4.66060 -2.48344  0.1012
H 0.76062 4.43553 -3.31298  0.1049
H -0.88670 1.11227 -2.94963  0.0608
H -0.31897 2.29771 -4.13266  0.1093
H -1.76312 2.61914 -3.15417  0.1004
N 4.14709 0.00133 -2.34905  0.1753
N 3.56229 -0.14453 -1.10605  -0.2594
N 4.27392 -0.16809 -0.00536  0.1766
C 3.32320 -0.19741 0.91505  -0.1531
N 2.10521 -0.18582 0.36157  -0.0953
N 2.28029 -0.14980 -0.95156  0.1232
H 5.09655 -0.35216 -2.28592  0.1216
H 3.60664 -0.52492 -3.02688  0.1077
H 3.52594 -0.24661 1.96967  0.1073

Forces on atoms 1 to 3 (eV/Å):
0.65 0.18 -0.07
0.02 -0.04 0.63
-0.21 -0.08 -0.15